No. 1
12
Properties=species:S:1:pos:R:3:forces:R:3 method="wB97M-V/def2-TZVPD" e_homo_ha=-0.324 gap_ev=8.116 energy_ha=-952.291074 relative_energy_kcal_mol=49.1
C 1.628701 0.520012 0.177470 -0.174 -1.882 -1.534
C 0.210760 0.060075 0.327260 -3.529 2.167 1.578
C -0.959734 0.942311 -0.493262 1.197 -2.003 1.331
C -0.494026 -1.286398 0.136996 -0.185 -1.142 1.828
H 1.770288 1.616435 0.382880 0.286 -1.208 -0.095
H -0.242187 0.183192 1.329366 1.251 1.051 0.301
H -0.515186 1.016565 -1.449562 -0.201 0.854 -1.244
H -1.417519 1.813687 -0.023449 0.606 0.077 -0.269
H -0.017675 -1.892753 -0.581648 0.189 -0.893 -1.061
H -0.557879 -1.919100 1.167439 -0.016 1.463 -2.531
S 2.704996 -0.551903 -0.524021 -0.952 1.900 1.173
S -2.110540 -0.502122 -0.449465 1.528 -0.383 0.524

---

No. 2
9
Properties=species:S:1:pos:R:3:forces:R:3 method="wB97M-V/def2-TZVPD" charge=+1 e_homo_ha=-0.577 gap_ev=10.459 energy_ha=-647.989696 relative_energy_kcal_mol=8.9
C -1.244182 -0.949526 0.153618 -1.971 -0.174 -0.480
C 1.104904 -0.442297 0.251060 0.838 4.600 -1.249
N -0.021399 -0.900434 -0.131646 -1.763 -0.255 -0.130
N 1.342877 0.930172 -0.105649 0.965 -5.396 2.349
Cl 2.246610 -1.416313 1.015717 -0.021 0.566 -0.443
H -2.033122 -1.034682 -0.707959 1.601 -0.366 1.697
H -1.635538 -0.892222 1.225093 0.637 0.254 -1.396
H 0.799864 1.623070 -0.509392 -2.349 0.515 -1.064
H 2.230236 1.292109 0.048912 2.062 0.256 0.718